Record 1
53
Properties=species:S:1:pos:R:3 method="wB97M-V/def2-TZVPD" relative_energy_kcal_mol=35.2 lumo_energy_ev="-8.868 / -8.894" spin_multiplicity=2 e_homo_ha="-0.5221 / -0.5219" orbital_gap_ev="5.339 / 5.307" charge=+2
Os 1.596 0.448 -0.768
C -1.176 -0.370 -3.832
C -0.667 0.448 -2.840
N 0.072 -0.289 -1.994
N 0.083 -1.560 -2.459
C -0.663 -1.629 -3.566
B 0.880 -2.585 -1.632
N 0.509 -2.243 -0.114
C -0.052 -2.947 0.871
C -0.187 -2.161 2.010
C 0.336 -0.937 1.655
N 0.756 -0.982 0.379
N 2.401 -2.195 -1.787
C 3.390 -2.819 -2.403
C 4.574 -2.084 -2.243
C 4.217 -0.979 -1.522
N 2.881 -1.034 -1.226
N 0.663 -3.980 -2.088
C 0.246 -5.165 -1.548
C 0.251 -6.102 -2.539
C 0.694 -5.405 -3.686
N 0.941 -4.141 -3.422
H -1.835 -0.092 -4.634
H -0.799 1.503 -2.673
H -0.774 -2.570 -4.077
H -0.329 -3.974 0.728
H -0.603 -2.454 2.957
H 0.432 -0.032 2.231
H 3.194 -3.741 -2.925
H 5.554 -2.348 -2.599
H 4.823 -0.176 -1.143
H -0.019 -5.283 -0.514
H -0.023 -7.138 -2.454
H 0.842 -5.777 -4.687
N 2.136 2.835 1.749
C 3.114 3.053 0.876
S 3.624 1.923 -0.344
N 3.805 4.176 0.932
C 3.728 5.241 1.887
C 3.901 6.529 1.395
C 3.872 7.599 2.269
C 3.668 7.385 3.626
C 3.515 6.095 4.109
C 3.550 5.011 3.246
H 1.568 2.017 1.643
H 1.806 3.589 2.337
H 4.439 4.339 0.160
H 4.052 6.693 0.335
H 4.007 8.601 1.889
H 3.643 8.223 4.308
H 3.387 5.922 5.168
H 3.506 4.009 3.652
O 0.946 1.944 -1.286

***

Record 2
88
Properties=species:S:1:pos:R:3 method="wB97M-V/def2-TZVPD" lumo_energy_ev=-3.511 spin_multiplicity=1 e_homo_ha=-0.4299 orbital_gap_ev=8.187 charge=+1
C -1.691 6.594 -4.012
C -0.782 6.408 -2.970
C -1.073 5.685 -1.593
C -0.201 4.349 -1.415
C 1.354 4.499 -1.792
C 2.097 5.491 -1.099
C -0.482 3.450 -0.105
N -0.837 2.032 -0.494
C 0.189 1.223 0.276
S -0.099 1.244 2.104
C 0.541 -0.296 2.915
C 0.925 -1.479 1.909
C -0.639 1.993 -1.957
N -0.482 0.917 -2.705
C -0.246 0.866 -4.171
C -1.215 1.751 -5.069
C -2.715 1.875 -4.565
Cl -3.420 0.363 -3.827
N -0.654 3.343 -2.440
H -1.383 7.263 -4.870
H -2.733 6.142 -4.027
H 0.279 6.790 -3.141
H -2.172 5.500 -1.387
H -0.705 6.397 -0.772
H 1.888 3.850 -2.549
H 2.630 6.286 -1.706
H 2.070 5.461 0.037
H -1.313 3.886 0.553
H 0.482 3.569 0.504
H 0.090 0.157 -0.116
H 1.250 1.584 0.084
H -0.318 -0.695 3.558
H 1.454 -0.119 3.574
H -0.026 -2.017 1.607
H 1.579 -2.241 2.442
H 1.522 -1.083 1.026
H -0.479 0.014 -2.205
H -0.400 -0.222 -4.494
H 0.862 1.074 -4.381
H -1.168 1.313 -6.128
H -0.756 2.795 -5.166
H -2.804 2.805 -3.912
H -3.352 2.104 -5.490
H -0.074 3.442 -3.282
C 3.761 -5.553 5.823
C 4.439 -4.275 5.358
O 3.795 -3.943 4.127
S 2.250 -4.430 4.193
O 1.440 -3.303 4.557
O 1.982 -5.235 3.042
O 2.383 -5.395 5.483
H 4.146 -6.423 5.284
H 3.873 -5.713 6.895
H 5.511 -4.401 5.209
H 4.264 -3.457 6.062
C -0.108 -10.215 4.768
C -0.908 -9.299 5.680
O 0.027 -8.848 6.662
S 1.497 -8.743 5.986
O 1.722 -7.376 5.602
O 2.419 -9.480 6.792
O 1.175 -9.599 4.647
H 0.028 -11.201 5.220
H -0.570 -10.327 3.787
H -1.745 -9.811 6.153
H -1.276 -8.424 5.137
C 1.767 4.922 3.085
C 0.970 5.838 4.000
O 1.906 6.282 4.982
S 3.377 6.384 4.306
O 3.604 7.744 3.926
O 4.295 5.640 5.108
O 3.051 5.532 2.964
H 1.899 3.934 3.533
H 1.303 4.815 2.104
H 0.131 5.328 4.471
H 0.605 6.716 3.460
C -4.787 -0.949 -7.569
C -4.687 -2.275 -6.833
O -4.835 -3.270 -7.844
S -4.207 -2.714 -9.233
O -2.876 -3.225 -9.362
O -5.191 -2.848 -10.259
O -4.108 -1.151 -8.808
H -5.829 -0.698 -7.789
H -4.328 -0.132 -7.013
H -5.455 -2.385 -6.068
H -3.700 -2.399 -6.377

***

Record 3
63
Properties=species:S:1:pos:R:3 method="wB97M-V/def2-TZVPD" lumo_energy_ev="-0.845 / -2.176" spin_multiplicity=5 e_homo_ha="-0.2974 / -0.3052" orbital_gap_ev="7.248 / 6.128" charge=0
Os 0.011 -2.173 -0.053
C 3.044 -2.593 2.856
C 2.631 -1.165 2.500
O 3.491 -0.241 3.208
P 0.922 -0.688 3.033
O 0.432 -1.755 4.081
O 1.105 0.626 3.896
O -0.051 -0.419 1.919
P 2.952 -0.852 0.707
O 2.442 0.688 0.537
O 4.422 -0.912 0.551
O 2.061 -1.716 -0.191
H 2.949 -2.742 3.931
H 4.090 -2.712 2.574
H 2.465 -3.347 2.331
H 4.354 -0.287 2.768
H 0.172 -2.594 3.653
H 1.971 0.670 4.333
H 3.211 1.213 0.276
Br -4.649 0.445 -0.804
C -3.412 -0.296 -2.018
C -3.753 -0.343 -3.382
C -2.866 -0.798 -4.314
Br -3.357 -0.783 -6.142
C -1.598 -1.275 -3.918
C -0.590 -1.754 -4.791
C 0.603 -2.180 -4.289
C 0.810 -2.176 -2.901
N -0.120 -1.754 -2.071
C -1.306 -1.262 -2.546
C -2.174 -0.712 -1.552
O -1.740 -0.597 -0.318
H -4.727 0.008 -3.693
H -0.779 -1.777 -5.855
H 1.389 -2.544 -4.935
H 1.726 -2.542 -2.455
C -0.223 2.235 -2.661
C -1.262 2.465 -1.555
Sb -0.557 1.702 0.321
C 0.765 3.361 0.693
C 1.366 3.408 2.096
C -2.061 2.077 1.759
C -2.633 3.488 1.637
H -0.615 2.541 -3.634
H 0.069 1.186 -2.742
H 0.689 2.810 -2.482
H -2.215 1.993 -1.780
H -1.437 3.530 -1.375
H 0.116 4.219 0.491
H 1.532 3.326 -0.082
H 0.593 3.456 2.867
H 2.002 4.288 2.215
H 1.970 2.526 2.296
H -1.589 1.894 2.725
H -2.806 1.302 1.594
H -1.880 4.257 1.826
H -3.432 3.629 2.369
H -3.065 3.669 0.649
O 0.854 -5.117 0.466
S -0.208 -4.565 1.275
O 0.260 -3.170 1.776
O -0.719 -5.361 2.349
S -1.644 -3.810 -0.021

***

Record 4
12
Properties=species:S:1:pos:R:3 method="wB97M-V/def2-TZVPD" relative_energy_kcal_mol=133.2 lumo_energy_ev=1.083 spin_multiplicity=1 e_homo_ha=-0.3327 orbital_gap_ev=10.138 charge=0
C 0.813 -1.443 -0.016
C 1.716 -0.498 -0.060
C 2.822 0.871 0.167
C -0.364 0.674 -0.591
C -0.278 -0.493 0.489
C 0.680 0.643 0.487
N 3.134 -0.246 -0.235
H 0.721 -2.346 -0.652
H 0.094 0.290 -1.572
H -1.036 1.465 -0.650
H -1.131 -0.740 0.974
H 0.790 1.357 1.343

***

Record 5
178
Properties=species:S:1:pos:R:3 method="wB97M-V/def2-TZVPD" lumo_energy_ev=-2.314 spin_multiplicity=1 e_homo_ha=-0.3878 orbital_gap_ev=8.239 charge=+1
C 0.743 -5.774 2.450
C 0.854 -4.963 1.354
C 1.755 -3.750 1.249
C 1.124 -2.374 0.919
C 2.242 -1.371 1.340
C 3.675 -1.735 1.011
O 4.407 -2.184 1.834
N 0.673 -2.190 -0.545
S 1.877 -2.036 -1.829
O 1.207 -2.296 -3.038
O 2.493 -0.785 -1.612
F 2.829 -3.182 -1.499
C -0.348 -3.216 -0.995
C -1.466 -3.429 0.010
C -1.548 -2.312 1.056
C -2.583 -2.781 2.077
O -1.943 -1.159 0.293
C -3.311 -1.023 -0.105
C -4.187 -0.182 0.809
C -0.150 -1.989 1.787
N 0.009 -2.516 3.110
P -0.270 -0.098 2.139
O -1.787 0.195 2.564
O 0.019 0.677 0.754
S 0.801 0.518 3.610
H -0.217 -5.916 2.945
H 1.594 -6.340 2.825
H 0.309 -5.266 0.466
H 2.241 -3.621 2.213
H 2.566 -3.977 0.549
H 2.218 -1.426 2.428
H 2.076 -0.367 0.954
H 4.087 -1.535 0.012
H 0.249 -1.243 -0.578
H -0.773 -2.899 -1.942
H 0.190 -4.137 -1.228
H -1.435 -4.387 0.519
H -2.388 -3.437 -0.572
H -2.833 -2.017 2.810
H -2.207 -3.644 2.625
H -3.484 -3.138 1.578
H -3.278 -0.523 -1.073
H -3.812 -1.975 -0.302
H -4.014 0.885 0.677
H -5.220 -0.351 0.493
H -4.135 -0.479 1.853
H -0.183 -3.508 3.169
H -0.606 -2.061 3.780
H -2.094 1.025 2.154
H -0.769 0.804 0.197
Cl -6.789 2.778 0.341
C -8.379 2.177 -0.227
C -8.772 0.904 0.473
Cl -7.717 -0.463 0.001
H -8.321 2.045 -1.304
H -9.111 2.957 -0.019
H -9.789 0.631 0.202
H -8.713 1.010 1.553
Cl -2.264 1.831 -1.335
C -3.814 2.268 -2.129
C -3.628 3.504 -2.958
Cl -3.305 4.917 -1.929
H -4.559 2.405 -1.349
H -4.119 1.428 -2.752
H -4.539 3.704 -3.519
H -2.795 3.399 -3.649
Cl 8.435 0.274 0.128
C 7.328 -0.903 -0.618
C 7.202 -2.161 0.204
Cl 8.708 -3.109 0.193
H 7.691 -1.117 -1.620
H 6.357 -0.414 -0.698
H 6.423 -2.800 -0.213
H 6.948 -1.941 1.237
Cl -1.247 7.658 -3.016
C -0.162 7.267 -4.376
C -0.907 6.800 -5.599
Cl -1.672 5.202 -5.384
H 0.551 6.521 -4.030
H 0.379 8.179 -4.622
H -0.212 6.705 -6.432
H -1.689 7.502 -5.875
Cl -0.765 3.299 1.221
C -1.595 4.774 1.774
C -2.271 4.533 3.098
Cl -3.636 3.388 2.934
H -2.307 5.069 1.006
H -0.845 5.556 1.870
H -2.676 5.467 3.482
H -1.580 4.122 3.829
Cl 9.215 -8.748 -3.008
C 9.000 -6.990 -2.822
C 8.471 -6.621 -1.461
Cl 6.786 -7.171 -1.224
H 8.336 -6.649 -3.612
H 9.977 -6.531 -2.966
H 8.479 -5.539 -1.346
H 9.073 -7.056 -0.668
Cl -6.804 4.013 -4.195
C -6.853 5.721 -4.721
C -6.773 6.667 -3.553
Cl -8.238 6.610 -2.534
H -7.761 5.863 -5.300
H -5.995 5.880 -5.373
H -6.676 7.688 -3.916
H -5.917 6.441 -2.920
Cl 4.555 -5.653 6.638
C 4.964 -4.603 5.254
C 4.067 -3.399 5.165
Cl 2.384 -3.838 4.736
H 4.908 -5.208 4.355
H 5.994 -4.278 5.393
H 4.428 -2.734 4.383
H 4.031 -2.851 6.103
Cl 0.407 4.045 -2.247
C 0.896 2.434 -2.812
C 2.207 2.465 -3.556
Cl 2.067 3.308 -5.119
H 0.095 2.040 -3.433
H 0.996 1.803 -1.927
H 2.530 1.447 -3.771
H 2.979 2.961 -2.975
Cl -2.241 -9.019 -3.154
C -2.964 -7.867 -2.012
C -2.443 -6.468 -2.221
Cl -0.713 -6.331 -1.769
H -2.762 -8.219 -1.003
H -4.040 -7.876 -2.177
H -2.996 -5.771 -1.592
H -2.539 -6.157 -3.257
Cl -10.964 4.127 -0.834
C -12.592 3.679 -1.417
C -13.082 2.388 -0.821
Cl -12.157 0.981 -1.415
H -12.550 3.626 -2.502
H -13.261 4.490 -1.134
H -14.120 2.228 -1.108
H -13.018 2.398 0.264
Cl 4.063 -7.375 3.317
C 3.392 -8.345 4.659
C 2.784 -9.630 4.166
Cl 1.305 -9.335 3.207
H 2.664 -7.730 5.182
H 4.214 -8.557 5.340
H 2.498 -10.248 5.015
H 3.478 -10.190 3.545
Cl 12.118 2.610 2.072
C 10.660 2.876 1.083
C 10.770 4.107 0.223
Cl 10.753 5.607 1.188
H 9.807 2.934 1.755
H 10.545 2.001 0.447
H 9.918 4.157 -0.454
H 11.679 4.097 -0.368
Cl 12.216 3.302 -2.859
C 10.754 3.566 -3.845
C 10.863 4.802 -4.698
Cl 10.849 6.287 -3.714
H 9.902 3.625 -3.172
H 10.637 2.688 -4.478
H 10.010 4.855 -5.373
H 11.775 4.797 -5.289
Cl -2.875 8.097 0.068
C -4.173 9.321 0.088
C -5.231 9.045 -0.949
Cl -4.608 9.277 -2.605
H -3.714 10.295 -0.063
H -4.619 9.297 1.081
H -6.060 9.739 -0.818
H -5.612 8.029 -0.870
Cl -1.488 -1.696 5.690
C -2.865 -1.820 6.824
C -3.985 -2.668 6.286
Cl -4.812 -1.898 4.904
H -3.198 -0.810 7.043
H -2.475 -2.265 7.738
H -4.734 -2.813 7.063
H -3.628 -3.642 5.962

***

Record 6
17
Properties=species:S:1:pos:R:3 method="wB97M-V/def2-TZVPD" relative_energy_kcal_mol=30.6 lumo_energy_ev=1.082 spin_multiplicity=1 e_homo_ha=-0.3453 orbital_gap_ev=10.478 charge=0 smiles="O=C[C@@H]1C=CCC1.[H][H]"
O -2.407 -0.094 0.294
C -1.715 0.057 -0.685
C -0.216 0.251 -0.682
C 0.415 -1.026 -1.212
C 1.423 -1.427 -0.443
C 1.683 -0.471 0.695
C 0.423 0.423 0.711
H -2.163 0.003 -1.701
H 0.012 1.085 -1.366
H 0.058 -1.524 -2.111
H 2.025 -2.313 -0.627
H 2.590 0.116 0.490
H 1.856 -0.979 1.651
H -0.285 0.067 1.468
H 0.652 1.469 0.938
H -2.162 2.010 1.263
H -2.039 2.736 1.378

***

> What is the charge in the first record?

+2

***

> Among the records above, which one has the highest charge?

C19H20BN10OOsS